C15H12N3O2PdS as an isolated structure in a non-equilibrium geometry, computed with ωB97M-V/def2-TZVPD.

```
34
Properties=species:S:1:pos:R:3:forces:R:3
Pd -1.386407 -0.499557 -0.318151 -1.1 -0.4 0.6
S -2.880561 -1.231950 -2.119334 0.4 0.0 0.1
O -0.517640 -0.038430 1.470892 0.6 0.0 -0.1
O -1.336306 -2.771434 0.000058 0.2 0.2 -0.1
N 0.273672 -2.502347 -1.703465 0.3 0.0 0.4
N 0.949638 -1.687701 -0.760555 0.1 -0.5 -0.5
N -1.990827 -3.476344 -3.290409 0.0 0.1 0.0
C -0.123179 1.859607 -1.300576 -0.1 0.0 0.0
C 0.720785 -0.195483 1.856902 -0.1 -0.1 0.1
C 1.185653 0.664116 2.883836 0.0 0.0 0.0
C 3.274678 -0.517269 3.115347 -0.1 0.0 -0.1
C -2.307358 2.270230 -0.389410 0.1 0.0 -0.1
C -1.298540 1.372248 -0.730148 -0.1 0.4 -0.1
C -0.903426 -2.790423 -1.191621 -0.5 0.0 -0.4
C 1.293177 -2.167155 0.361762 0.0 0.4 0.2
C 2.858161 -1.363485 2.100681 0.1 0.0 0.0
C -1.947614 -2.613402 -2.278695 0.3 -0.2 0.0
C 2.414094 0.513448 3.489863 0.0 0.0 0.0
C -2.147322 3.632185 -0.624703 0.0 0.0 0.0
C -0.978811 4.112983 -1.198810 0.0 0.0 0.0
C 0.031216 3.220432 -1.534542 0.1 0.0 0.0
C 1.643023 -1.210533 1.441179 -0.2 -0.2 -0.1
H 1.295818 -3.241345 0.557591 -0.1 0.0 0.0
H 0.508230 1.451825 3.191199 0.0 0.0 0.0
H 4.233844 -0.654418 3.597511 0.0 0.0 0.0
H 2.704967 1.205285 4.273814 0.0 0.0 0.0
H -2.483464 -3.217540 -4.129935 0.0 0.0 0.0
H -1.206100 -4.101856 -3.382986 0.0 -0.1 0.0
H 3.506829 -2.175623 1.784020 0.0 0.0 0.0
H -2.939980 4.320175 -0.350208 0.0 0.0 0.0
H -0.852689 5.174955 -1.374033 0.0 0.0 0.0
H 0.673516 1.164143 -1.541816 0.0 0.0 0.0
H 0.953274 3.586392 -1.973258 0.0 0.0 0.0
H -3.220363 1.908258 0.068008 0.0 0.0 0.0
```
Positions in Å, forces in eV/Å.

Summary:
Total charge: -1
Energy above the lowest of the compared OMol25 structures with the same formula, charge and spin in kJ/mol: 168.8
Electronic energy in eV: -38629.7927
Maximum force in Eh/bohr: 0.0243

A 2-piece molecular cluster, C15H13BF6 overall in a non-equilibrium geometry, computed with ωB97M-V/def2-TZVPD.

```
35
Properties=species:S:1:pos:R:3:forces:R:3
F 5.494286 1.205224 -1.892246 -0.2 0.2 1.0
F -6.241196 0.591522 0.138369 1.2 0.8 -0.7
F -5.509170 1.197438 -1.851116 0.2 0.2 1.1
F 5.424019 2.579023 -0.166834 -0.1 -0.9 -0.5
F 6.278774 0.569176 0.064744 -1.1 0.7 -0.6
F -5.377499 2.594093 -0.145811 0.1 -0.9 -0.4
C -2.389647 -0.733671 0.938081 -0.3 1.0 0.0
C -5.231484 1.285839 -0.511443 -1.3 -0.1 0.2
C -1.300019 -0.136308 0.283945 -0.4 -1.1 -0.6
C 3.889435 0.759296 -0.193015 0.7 0.5 -0.4
C -1.522292 0.761324 -0.787821 -0.9 0.1 1.0
C -3.678493 -0.270506 0.712846 0.1 -0.3 0.1
C 2.825396 1.472304 -0.730184 -0.4 -0.3 0.6
C 1.324371 -0.077498 0.372316 0.5 -1.2 0.1
C -3.855388 0.751088 -0.200836 -0.6 0.9 -0.3
C 3.726210 -0.343084 0.631152 -0.3 0.0 0.0
C 1.529609 1.091874 -0.364702 -0.1 0.4 -0.4
C 2.435825 -0.797546 0.864544 0.1 0.6 -0.2
C 5.261486 1.275980 -0.546459 1.2 -0.2 0.2
C 0.012797 -0.799541 0.621468 0.0 -0.5 -0.5
C -2.807205 1.320839 -0.922135 0.7 -1.2 0.3
B -0.095098 -3.253151 0.430080 0.2 -1.7 0.7
H 0.706994 1.748852 -0.677866 0.5 -0.6 0.2
H -0.634431 -3.786708 -0.526038 0.2 0.9 0.2
H -0.768471 0.996798 -1.525265 0.0 0.2 0.3
H 2.290615 -1.721277 1.423446 -0.1 0.3 -0.1
H -2.984716 2.148751 -1.590412 -0.1 -0.1 -0.3
H 0.020008 -1.226278 1.649068 -0.2 0.7 -0.8
H -2.234481 -1.575436 1.603808 0.1 0.3 0.1
H 1.083621 -3.489446 0.600054 -0.4 0.4 -0.3
H -0.718008 -3.164563 1.458070 0.0 0.0 -0.4
H 3.002432 2.321664 -1.396814 -0.1 -0.3 0.4
H 4.586822 -0.834598 1.074634 -0.1 0.0 -0.2
H -4.527911 -0.695624 1.249955 0.2 0.1 -0.3
H -0.017208 -1.765853 -0.087592 0.4 1.2 0.4
```
Positions in Å, forces in eV/Å.

Summary:
Total charge: 0
Energy above the lowest of the compared OMol25 structures with the same formula, charge and spin in kJ/mol: 28.3
Electronic energy in eV: -32746.0321
SMILES: FC(F)(F)c1ccc(Cc2ccc(C(F)(F)F)cc2)cc1.B
Maximum force in Eh/bohr: 0.0362

C15H13BiI2IrNO7S2 as an isolated structure in a non-equilibrium geometry, computed with ωB97M-V/def2-TZVPD.

```
42
Properties=species:S:1:pos:R:3:forces:R:3
Bi 0.190161 -1.473569 -0.045422 0.2 1.0 -0.3
Ir -0.068161 1.469886 -0.068663 0.9 -0.3 0.2
I 1.665700 -3.974735 -0.251116 0.7 -0.9 -0.1
I 1.614993 3.374864 -0.226752 1.0 1.1 0.1
S 2.140767 1.268055 5.010378 0.5 -0.1 3.1
S 1.383235 0.347332 -1.618109 -0.3 -0.9 0.0
O -1.315169 2.420843 2.557857 2.0 -1.2 -3.7
O 3.286984 0.578657 5.546742 -1.0 0.2 -1.7
O -2.316586 2.618928 -1.716333 3.2 -1.6 2.0
O -1.950291 -3.095650 2.405308 1.9 2.7 -1.7
O 0.458094 -0.203038 1.997487 -0.4 -0.2 -2.7
O -2.701049 -2.654595 -2.258806 2.8 2.8 1.8
O 1.933006 2.615833 5.455292 -0.3 -0.7 -1.5
N 1.831127 0.985550 3.410884 -0.3 -0.4 -1.9
C -0.934671 -0.575183 6.925200 1.7 0.9 1.2
C -1.440745 2.146513 -1.128633 -3.7 1.6 -2.2
C -1.685341 -0.993575 5.798532 -0.7 -0.2 -0.6
C 1.563200 1.125707 -4.165621 0.4 0.1 0.4
C 0.275994 0.130374 6.768935 -0.4 -0.4 -0.3
C 0.749954 0.049277 -3.450340 -0.3 0.0 -1.2
C -0.838686 2.088791 1.555959 -3.3 1.9 4.4
C -1.243216 -0.707385 4.509278 0.1 0.2 -0.9
C 0.782582 0.214775 3.154339 2.1 1.4 2.5
C 1.121155 -1.350553 -3.924114 0.5 -0.2 0.4
C -1.934586 -1.967583 -1.747133 -2.9 -3.2 -1.8
C -1.365643 -2.271536 1.861979 -2.9 -3.7 2.3
C -0.741474 0.280898 -3.614118 -0.2 0.2 0.1
C 0.005961 -0.107733 4.360540 -1.7 -1.1 -1.3
C 0.708642 0.326303 5.464475 0.6 0.7 2.8
H -1.864145 -0.911519 3.622149 0.3 0.1 0.9
H 2.188679 -1.555514 -3.796787 -0.1 0.0 -0.1
H 0.879069 -1.428536 -4.997473 0.1 0.1 0.4
H -1.335231 -0.049405 -2.752668 0.1 0.2 -0.2
H 0.914424 0.531286 7.558297 -0.5 -0.3 0.2
H 1.363435 2.103738 -3.715323 0.0 0.0 -0.2
H -1.284486 -0.778039 7.939021 -0.1 0.0 -0.3
H 2.633807 0.912694 -4.082311 -0.1 0.1 -0.2
H 1.301083 1.185193 -5.228174 -0.1 -0.2 0.2
H -0.950880 1.333467 -3.829785 -0.1 -0.2 0.1
H -2.627459 -1.536540 5.957925 0.4 0.3 -0.1
H 0.555872 -2.140917 -3.416386 -0.1 0.1 0.0
H -1.093904 -0.310760 -4.472010 0.1 0.3 0.2
```
Positions in Å, forces in eV/Å.

Summary:
Total charge: +4
Electronic energy in eV: -78087.8630
Maximum force in Eh/bohr: 0.1127
Multiplicity: 5

C15H13BrMnN3O6S3 as an isolated structure, computed with ωB97M-V/def2-TZVPD.

```
42
Properties=species:S:1:pos:R:3:forces:R:3
Br 3.253039 -0.157417 1.894535 0.0 0.0 0.0
Mn -0.090528 0.959053 0.814061 -0.1 -0.1 -0.1
S -1.308417 1.026800 -3.655107 0.0 0.0 0.0
S -0.748987 3.384592 -1.946271 -0.1 -0.1 0.0
S -2.271978 2.356107 1.255750 0.5 0.2 -0.1
O 0.465569 -2.256669 -3.517055 0.1 -0.1 0.0
O -0.831523 2.832702 1.040034 -0.2 0.1 0.0
O -2.012196 0.853073 1.397068 0.7 0.0 -0.2
O -3.088699 2.623600 0.088171 -0.1 0.0 -0.1
O 0.468557 -0.929303 0.483150 0.0 0.1 -0.2
O -2.790931 2.905677 2.492460 -0.1 0.0 0.2
N -0.091629 0.893902 -1.287963 -0.1 -0.2 0.5
N 0.111055 -0.411182 -1.732073 0.0 0.0 -0.2
N 1.025217 1.238785 2.730338 -0.6 -0.2 0.0
C 1.310463 -5.297012 -1.752821 0.0 0.0 0.0
C 1.428439 0.843443 5.443185 0.0 0.0 0.0
C -2.186353 3.504871 -3.029455 0.0 0.0 0.0
C -0.639848 1.659694 -2.156810 0.0 0.1 0.1
C 0.714795 -2.640564 -1.145841 0.0 -0.1 0.1
C 1.305706 -4.879328 -0.425873 0.0 0.0 0.0
C 0.411847 -1.238975 -0.756317 0.0 0.0 0.4
C 2.042342 0.520743 3.181419 0.1 0.1 -0.2
C 1.024802 -4.405920 -2.768911 0.0 0.0 0.0
C 2.297311 0.285992 4.519567 0.0 0.0 0.0
C -1.913141 2.633038 -4.242029 0.0 0.0 0.0
C 1.008926 -3.559574 -0.138863 0.0 0.0 0.0
C 0.725078 -3.073064 -2.482858 0.0 0.0 0.0
C 0.199185 1.795696 3.636221 0.1 0.0 -0.1
C 0.371365 1.617914 4.995971 0.0 0.0 0.1
H 1.026191 -4.714649 -3.806332 0.0 0.0 0.0
H -0.612437 2.387733 3.233274 0.0 0.0 0.0
H 1.586082 0.676078 6.501136 0.0 0.0 0.0
H 3.146185 -0.311132 4.815701 0.0 0.0 0.0
H 1.526874 -5.576494 0.371640 0.0 0.0 0.0
H -0.330248 2.075344 5.678528 0.0 0.0 0.0
H -3.056662 3.166248 -2.465654 0.0 0.0 0.0
H 1.539694 -6.327637 -1.997094 0.0 0.0 0.0
H 0.992625 -3.196772 0.879854 0.0 0.0 0.0
H -2.315815 4.550884 -3.306421 0.0 0.0 0.0
H -2.821751 2.446929 -4.815494 0.0 0.0 0.0
H -1.167423 3.092803 -4.891145 0.0 0.0 0.0
H 0.297224 -1.356007 -3.131676 -0.1 0.1 0.0
```
Positions in Å, forces in eV/Å.

Summary:
Total charge: -1
Energy above the lowest of the compared OMol25 structures with the same formula, charge and spin in kJ/mol: 0.0
Electronic energy in eV: -166392.6710
Maximum force in Eh/bohr: 0.0140
Multiplicity: 2

> Look up the maximum force of the fourth one.

0.0140 Eh/bohr